A molecular structure, C4H8S2, computed with ωB97M-V/def2-TZVPD.

```
14
Properties=species:S:1:pos:R:3:forces:R:3
C -0.734124 1.317553 0.084927 -1.0816 0.3900 1.7224
C -0.131538 -0.093261 0.008149 -3.8671 -0.4631 1.4863
C 0.727557 -0.224427 -1.193898 1.2727 -2.4703 0.6311
C 0.786018 -0.479179 1.204657 -1.0085 0.6873 -1.2522
H 0.097481 2.016646 0.242143 -0.1974 -0.0328 0.3464
H -1.576748 1.485117 0.872079 1.7994 -0.5097 -0.8988
H -1.211763 1.664081 -0.811634 -0.1341 -0.3379 -0.8644
H -1.065918 -2.483830 -0.537507 -0.5672 1.7385 0.7987
H 0.443555 -1.003444 -1.941625 0.2247 0.9530 0.5401
H 0.907660 0.743703 -1.578073 0.6069 0.7182 -0.8699
H 1.030347 0.401691 1.746658 0.3797 0.7707 0.6000
H 0.332052 -1.177703 1.902593 0.4572 -0.5325 -0.3650
S -1.666863 -1.298016 0.006781 1.5717 -0.5989 -0.9337
S 2.062288 -0.868933 -0.005253 0.5436 -0.3124 -0.9410
```
Positions in Å, forces in eV/Å.

Values from the calculation:
**Orbital gap**: 9.70 eV
**Spin multiplicity**: 1
**Energy above the lowest of the compared OMol25 structures with the same formula, charge and spin**: 35.7 kcal per mole
**Energy**: -953.52969 a.u.
**HOMO level**: -8.94 eV
**Net charge**: 0


A molecular structure, C14H11Cl2N2OsS6Se, computed with ωB97M-V/def2-TZVPD.

```
37
Properties=species:S:1:pos:R:3:forces:R:3
Os 0.064026 0.002434 0.442488 0.5342 -0.1128 0.2981
S 5.094540 0.435736 5.569307 0.0165 -0.0259 -0.0090
C 3.981201 0.261740 4.416947 -0.0921 0.0191 -0.0714
S 2.264937 0.144690 4.742064 0.0130 -0.0086 -0.0327
C 1.763016 0.012824 3.077196 0.0610 0.0508 -0.2091
C 2.753904 0.041058 2.110527 -0.1510 0.0041 0.0865
S 2.359414 -0.112130 0.473484 -0.0207 -0.0122 -0.0492
S 4.372850 0.194712 2.703607 0.1152 -0.0083 -0.0123
S 0.160038 -0.168021 2.591279 -0.2210 -0.0376 0.3779
Cl -2.349395 0.125155 0.452531 -0.0846 0.1144 -0.0351
C -2.689165 1.840232 0.217066 0.0009 -0.1118 0.0111
C -4.005297 2.246061 0.309410 0.0334 0.0545 -0.0279
C -4.280462 3.587578 0.103457 -0.0127 0.0095 -0.0015
C -3.255015 4.475855 -0.185366 -0.0200 -0.0136 0.0139
C -1.947588 4.028866 -0.264494 0.0219 0.0159 -0.0078
Cl -0.699932 5.164303 -0.626881 0.0089 -0.0026 0.0003
C -1.623988 2.682519 -0.058841 -0.0813 -0.0006 -0.0203
S 0.054234 2.134457 -0.175173 -0.1038 -0.1616 -0.1981
H -4.788057 1.535971 0.536198 0.0021 0.0024 0.0009
H -5.299036 3.943637 0.168232 0.0018 0.0022 0.0036
H -3.461044 5.524259 -0.348098 -0.0005 -0.0021 0.0034
C 1.697338 -1.972534 -2.752968 -0.0291 -0.0367 0.0130
N 0.287674 -2.317592 -2.897763 0.0264 -0.0296 0.0184
C -0.357104 -2.513241 -4.097041 -0.0304 0.0313 0.0068
C -1.631410 -2.859293 -3.809081 0.0105 0.0198 -0.0053
N -1.746548 -2.862749 -2.438309 -0.0352 -0.0939 0.0401
C -2.951333 -3.233126 -1.700572 0.0190 0.0458 -0.0144
C -0.567628 -2.535769 -1.884985 0.0035 0.0763 -0.0270
Se -0.185812 -2.520196 -0.036887 -0.0055 0.1490 -0.2221
H 2.126617 -1.889432 -3.746797 0.0246 -0.0100 0.0131
H 2.209752 -2.745992 -2.185752 -0.0006 0.0052 0.0093
H 1.794653 -1.022734 -2.236589 0.0159 0.0885 0.0300
H 0.142849 -2.389900 -5.040731 -0.0018 0.0033 0.0020
H -2.458611 -3.100484 -4.451921 0.0069 -0.0019 -0.0025
H -3.751191 -3.378563 -2.420375 -0.0149 -0.0071 0.0155
H -3.216680 -2.437614 -1.009042 0.0012 -0.0126 0.0003
H -2.780750 -4.152314 -1.146025 -0.0118 -0.0025 0.0015
```
Positions in Å, forces in eV/Å.

Values from the calculation:
**Orbital gap (alpha / beta)**: 5.74 / 5.74 eV
**Spin multiplicity**: 1
**Energy above the lowest of the compared OMol25 structures with the same formula, charge and spin**: 2.2 kcal per mole
**Energy**: -6451.05831 a.u.
**HOMO level (alpha / beta)**: -10.49 / -10.49 eV
**Net charge**: +1


A molecular structure, C2H3N2O2, computed with ωB97M-V/def2-TZVPD.

```
9
Properties=species:S:1:pos:R:3:forces:R:3
C 0.249697 0.138134 0.440475 0.1196 2.1222 -4.3322
C -1.039887 0.536350 -0.233940 -1.1040 -2.0447 0.3042
N -2.149524 0.227328 0.420464 -1.3336 0.5519 -0.6826
N 0.452311 1.588506 0.478087 2.4121 0.0311 1.1605
O 1.336991 2.015400 -0.291165 -1.0126 -0.3965 0.1107
O -3.311796 0.415767 -0.155574 1.9023 -0.1642 0.5244
H 0.092639 -0.380279 1.266833 -1.1655 -1.2650 4.3973
H 0.925893 -0.523115 -0.110644 0.3696 0.8207 -0.6662
H -1.008562 0.848216 -1.249174 -0.1878 0.3445 -0.8161
```
Positions in Å, forces in eV/Å.

Values from the calculation:
**Orbital gap (alpha / beta)**: 7.60 / 7.60 eV
**Spin multiplicity**: 1
**Energy above the lowest of the compared OMol25 structures with the same formula, charge and spin**: 101.3 kcal per mole
**Energy**: -337.84798 a.u.
**HOMO level (alpha / beta)**: -3.21 / -3.21 eV
**Net charge**: -1


7 unconnected molecules or ions with the total composition C16H39ClF5N16O6S, computed with ωB97M-V/def2-TZVPD.

```
84
Properties=species:S:1:pos:R:3:forces:R:3
C 5.061836 -5.807427 -0.248860 -0.2279 -0.0739 -0.0537
C 3.789780 -6.190266 -1.016867 0.1903 0.1916 -0.0554
C 2.509565 -5.575896 -0.418372 0.2688 -0.2996 -0.1251
N 1.993183 -4.469621 -1.258684 -0.1218 -0.1752 0.4356
C 1.162844 -4.840068 -2.406597 -0.0366 0.1249 -0.1898
C -0.332393 -4.612808 -2.198955 -0.0272 -0.3874 0.2112
C -0.946562 -5.489162 -1.095173 0.0537 0.1609 -0.2119
C -2.188371 -4.835292 -0.519235 0.1217 -0.2895 0.0624
F -2.912481 -4.228566 -1.487685 -0.0848 0.0849 -0.0037
F -1.821979 -3.875546 0.371545 0.0339 0.0751 -0.0167
C -3.131191 -5.829026 0.213825 -0.1651 0.2452 0.0102
F -3.863526 -5.201458 1.128177 -0.0164 -0.0140 -0.0336
F -2.417786 -6.780387 0.821409 0.1362 -0.0591 0.1243
F -3.948413 -6.413802 -0.659695 0.0650 -0.0825 -0.0647
C 2.371144 -3.242067 -0.950049 -0.2043 0.3293 -0.4567
N 3.143269 -2.930539 0.106188 0.2568 0.0489 0.4267
C 3.329883 -1.627877 0.078190 -0.2668 -0.1253 -0.3516
N 2.719087 -1.049042 -0.948264 -0.0387 0.3677 0.5229
S 2.755056 0.605802 -1.388725 0.2983 -0.1292 -0.5055
N 2.085042 -2.081055 -1.623809 0.0507 -0.1441 -0.1864
Cl 1.203440 -1.704805 -2.994742 0.0414 -0.0533 0.0414
H 5.941257 -5.845527 -0.885729 0.0256 -0.0497 -0.0036
H 5.228256 -6.470678 0.600505 -0.0547 0.0571 0.0527
H 4.979286 -4.785936 0.115807 0.1509 0.0135 0.0336
H 3.689131 -7.273586 -1.089341 -0.0140 -0.0020 0.0551
H 3.884936 -5.825750 -2.043575 -0.0670 -0.0673 -0.0306
H 1.726738 -6.327830 -0.349116 -0.1081 0.0985 -0.0553
H 2.696597 -5.196903 0.582756 -0.0405 0.0083 0.0113
H 1.374497 -5.890716 -2.603688 -0.0220 -0.0144 0.0481
H 1.490505 -4.301138 -3.294430 0.0538 -0.0159 0.0381
H -0.527188 -3.567461 -1.963811 0.0439 0.0623 -0.1091
H -0.820816 -4.847956 -3.145215 -0.0744 0.2096 -0.0154
H -0.245760 -5.618085 -0.272892 -0.1082 -0.0349 0.1216
H -1.204095 -6.480216 -1.470362 0.0384 -0.0005 -0.0413
H 3.920275 -1.054429 0.775596 -0.0458 0.0111 0.0413
H 1.406435 0.916148 -1.411558 -0.0904 0.1329 0.3805
C -0.157794 3.077845 -0.919614 -0.0887 0.2474 0.1057
O 0.073652 1.948115 -1.378461 0.0859 -0.1844 -0.0938
N -1.405388 3.499142 -0.672113 0.1864 -0.2729 0.0539
N 0.843126 3.961397 -0.643230 0.0015 -0.1509 -0.0229
H -1.646853 4.415422 -0.337642 -0.1741 0.0340 -0.1383
H -2.162270 2.876317 -0.888206 -0.0699 0.0891 -0.0322
H 1.788714 3.687351 -0.826366 0.0083 0.0502 -0.0014
H 0.667433 4.877676 -0.276093 -0.0120 0.0017 -0.0016
C 8.489187 -3.955630 0.240716 0.0596 -0.0287 -0.0604
O 7.468442 -3.749903 -0.399003 -0.0381 0.1033 0.0849
N 8.672485 -3.478706 1.507800 -0.0214 -0.0179 -0.0073
N 9.527651 -4.682319 -0.263190 -0.0082 -0.0236 0.0058
H 9.503072 -3.642280 2.044449 -0.0025 0.0041 0.0009
H 7.935333 -2.931352 1.906912 0.0127 0.0231 0.0000
H 9.430560 -5.042064 -1.193973 0.0033 0.0115 -0.0002
H 10.372334 -4.863176 0.245014 0.0014 0.0027 -0.0064
C -4.145301 6.243896 -0.535814 -0.0274 0.0816 -0.0417
O -3.689822 5.116460 -0.716581 0.1123 0.0421 0.0862
N -4.020921 7.244425 -1.437042 -0.1143 -0.0765 0.0082
N -4.823797 6.564559 0.607666 -0.2007 -0.1469 0.0590
H -4.382533 8.174797 -1.293502 0.2030 0.1578 -0.0492
H -3.532773 7.042822 -2.289408 -0.0068 -0.0060 0.0031
H -4.918559 5.853268 1.311756 0.1213 0.0621 0.0742
H -5.194513 7.479637 0.786689 0.0835 0.0295 0.0252
C -8.400890 5.079278 1.993766 0.0157 0.0014 -0.0106
O -7.692550 5.181642 2.981356 0.0258 0.0092 0.0167
N -9.711936 4.702201 2.063952 0.0030 0.0052 0.0164
N -7.921337 5.340253 0.740618 -0.0604 0.0144 0.0557
H -10.303735 4.612817 1.260636 0.0054 -0.0035 -0.0005
H -10.085137 4.505673 2.973615 0.0069 0.0009 -0.0009
H -6.957709 5.615571 0.690326 -0.0133 0.0164 -0.2314
H -8.466031 5.269616 -0.097294 -0.0001 -0.0264 0.0092
C 3.615802 -3.275882 4.461413 0.0070 0.0001 -0.0281
O 4.185413 -3.442993 5.519335 0.0062 0.0000 0.0177
N 2.251690 -3.289384 4.342917 -0.0104 -0.0028 0.0002
N 4.297610 -3.060232 3.288490 -0.0025 0.1503 -0.0331
H 1.770831 -3.155501 3.474413 0.0016 -0.0026 0.0014
H 1.720792 -3.443925 5.179851 0.0057 0.0021 0.0003
H 5.297968 -3.051091 3.343337 0.0064 -0.0589 0.0218
H 3.851180 -2.925342 2.401515 -0.0275 -0.2304 -0.0396
C -4.394455 11.333888 -0.961824 -0.0202 0.1199 -0.0188
O -4.066878 10.240272 -1.404951 -0.0969 -0.1725 0.0702
N -5.693709 11.659814 -0.707360 0.0296 -0.0528 0.0401
N -3.479292 12.305907 -0.695781 0.0022 -0.0303 0.0087
H -5.976881 12.551983 -0.349029 -0.0026 0.0021 -0.0096
H -6.393639 10.971640 -0.910726 -0.0081 0.0190 -0.0270
H -2.516160 12.094957 -0.878502 -0.0035 -0.0008 -0.0044
H -3.723862 13.210077 -0.339446 0.0003 0.0035 -0.0130
```
Positions in Å, forces in eV/Å.

Values from the calculation:
**Orbital gap**: 8.58 eV
**Spin multiplicity**: 1
**Energy**: -3318.31159 a.u.
**HOMO level**: -11.25 eV
**Net charge**: +1


A molecular structure, C13H19IrN5Se2Te2, computed with ωB97M-V/def2-TZVPD.

```
42
Properties=species:S:1:pos:R:3:forces:R:3
Ir -0.739280 0.320753 0.368470 -0.7108 0.4164 2.2281
Se -3.007700 0.028291 -0.906503 1.1924 0.1128 0.2491
Te -4.130594 -2.022007 -0.039114 0.1248 -0.7093 -0.1681
Te -4.241629 1.634156 0.614535 -0.7580 0.4781 -0.5915
Se -2.343274 2.021054 2.119593 1.9976 -1.0150 -0.4014
N -1.442382 -1.140105 1.918042 0.3489 0.4358 -1.0696
C -0.532637 -1.917351 2.783230 0.2289 0.2381 0.0347
C 0.456675 -1.013528 3.500780 -0.0380 -0.0993 -0.1830
C 1.496038 -0.409555 2.569564 0.0290 -0.1593 0.2784
N 0.942994 0.743381 1.839945 -0.3514 -0.1439 -1.0947
H -2.020571 -0.549196 2.517807 -0.1179 0.0852 -0.1735
H -2.093165 -1.775526 1.433425 -0.2688 0.0502 0.0223
H 0.008364 -2.640470 2.171712 -0.0177 -0.0368 0.1070
H -1.109497 -2.475556 3.522920 -0.1394 0.0133 -0.1286
H 0.965363 -1.594522 4.269932 0.0060 0.0100 0.0085
H -0.088953 -0.210896 4.008359 0.0450 -0.0306 0.1102
H 1.819255 -1.148975 1.833657 0.0568 0.0253 0.0115
H 2.369056 -0.115765 3.156947 0.0085 0.1303 -0.1107
H 1.682804 1.209694 1.323313 -0.0180 0.0763 0.0190
H 0.561841 1.421150 2.494857 -0.0317 0.0185 -0.0321
N 1.070710 0.580074 -2.531045 0.0251 -0.0579 -0.1124
C 0.275180 1.664083 -2.199787 0.0827 0.0617 -0.0422
C -0.126227 2.516109 -3.226185 0.0850 0.1557 -0.0612
C -0.821397 3.664874 -2.916040 0.0796 -0.0840 0.1178
C -1.035592 3.978267 -1.577466 0.1477 0.1030 -0.0685
C -0.604774 3.091674 -0.623339 0.1117 0.2677 -0.0262
N -0.007049 1.912050 -0.916148 -1.0868 -0.3942 0.1930
C 1.184384 -0.669911 -1.969270 -0.1797 -0.0476 -0.0140
C 2.111267 -1.558313 -2.531077 0.0832 -0.0773 -0.0200
C 2.205473 -2.839691 -2.047734 -0.1213 0.0979 -0.0013
C 1.347299 -3.236100 -1.021860 -0.0017 -0.0061 -0.0419
C 0.460442 -2.314821 -0.531670 -0.0348 -0.2401 0.0154
N 0.388718 -1.040010 -0.965052 -0.4480 0.5299 1.0569
H 1.534068 0.674302 -3.420235 -0.0394 -0.0317 -0.0198
H 0.105359 2.269349 -4.253252 -0.0238 -0.0706 0.0079
H -1.173368 4.319469 -3.701274 0.0062 -0.0045 -0.0204
H -1.521257 4.896802 -1.285034 -0.0126 -0.0182 0.0550
H -0.714664 3.310423 0.428307 -0.2322 -0.1428 -0.0438
H 2.744949 -1.224023 -3.341541 -0.0123 0.0331 -0.0007
H 2.912833 -3.535166 -2.477408 0.0408 0.0192 0.0133
H 1.366926 -4.238849 -0.622703 -0.0627 -0.0143 -0.0175
H -0.255989 -2.585617 0.228342 0.0070 0.0250 -0.0847
```
Positions in Å, forces in eV/Å.

Values from the calculation:
**Orbital gap (alpha / beta)**: 5.50 / 5.50 eV
**Spin multiplicity**: 1
**Energy**: -6223.65733 a.u.
**HOMO level (alpha / beta)**: -9.14 / -9.14 eV
**Net charge**: +1


A single C3H8S2 molecule, computed with ωB97M-V/def2-TZVPD.

```
13
Properties=species:S:1:pos:R:3:forces:R:3
C -1.873380 0.927315 -0.841043 -0.0301 0.0556 1.6475
C -0.389638 0.649857 -0.622719 0.8675 1.0998 0.8766
S 0.103649 1.004052 1.133668 -0.5772 -0.3412 0.5428
S 2.024031 0.300723 1.392275 -0.8752 -1.3195 -0.5829
C 1.686045 -1.511433 0.924465 1.3823 1.1833 -0.3695
H -1.984753 1.715833 -1.574292 -0.4037 -0.4066 -0.5009
H -2.344067 1.325460 0.075776 0.3546 0.1256 -0.1311
H -2.429647 0.001322 -0.955698 -0.0624 0.0879 -0.8336
H -0.074661 -0.364317 -0.850019 0.0457 0.2032 -0.3199
H 0.199526 1.450254 -1.067631 0.0941 -0.6834 -0.9219
H 0.715460 -1.860772 1.266553 0.0764 0.1565 -0.0663
H 1.854798 -1.510532 -0.157541 -0.7409 -0.2202 0.1240
H 2.512633 -2.127758 1.276212 -0.1312 0.0591 0.5351
```
Positions in Å, forces in eV/Å.

Values from the calculation:
**Orbital gap**: 9.05 eV
**Spin multiplicity**: 1
**SMILES**: CCSSC
**Energy above the lowest of the compared OMol25 structures with the same formula, charge and spin**: 15.4 kcal per mole
**Energy**: -915.45245 a.u.
**HOMO level**: -8.26 eV
**Net charge**: 0